Entry 1:
ORCA calculation (ωB97M-V/def2-TZVPD) on a cluster of 10 separate species, C36H75IN14O20S2 in total at a distorted geometry.

* highest occupied orbital energy: -8.7041 eV
* LUMO: -1.878 eV
* structure (SMILES): CCCCCCCCCCC[C@H]1OC(=O)[C@](CCCSC(=S)n2ccnc2)(CC(N)(N)N)[C@H]1CCCI.C[N+](=O)[O-].C[N+](=O)[O-].C[N+](=O)[O-].C[N+](=O)[O-].C[N+](=O)[O-].C[N+](=O)[O-].C[N+](=O)[O-].C[N+](=O)[O-].C[N+](=O)[O-]

```
! wB97M-V def2-TZVPD RIJCOSX def2/J DEFGRID3
* xyz 0 1
C 2.65 7.08 2.38
C 3.58 5.80 2.06
C 2.82 4.91 0.93
C 3.95 3.95 0.25
C 3.18 2.65 -0.36
C 3.56 2.51 -1.94
C 2.14 2.63 -2.74
C 1.49 1.14 -2.84
C 0.15 1.04 -1.96
C 0.34 0.17 -0.59
C -0.30 1.00 0.66
C -1.90 0.98 0.54
O -2.52 0.11 -0.46
C -3.14 -0.94 0.33
O -3.30 -2.07 -0.17
C -3.57 -0.37 1.80
C -3.14 -1.57 2.77
C -1.56 -1.81 2.90
C -0.97 -2.96 1.93
S 0.17 -4.12 2.88
C 1.93 -3.57 2.70
S 3.05 -4.53 1.88
N 2.36 -2.29 3.32
C 2.14 -0.93 2.85
C 2.71 0.14 3.81
N 3.31 -0.68 4.86
C 3.12 -2.08 4.57
C -5.19 -0.41 1.91
C -5.94 0.85 1.24
N -5.41 1.26 -0.09
N -6.04 1.99 2.22
N -7.37 0.41 1.01
C -2.80 1.04 1.87
C -2.12 1.50 3.27
C -2.91 2.75 3.94
C -2.27 4.17 3.53
I -1.56 5.13 5.39
H 3.04 7.62 3.32
H 2.67 7.77 1.48
H 1.55 6.80 2.57
H 4.57 6.18 1.58
H 3.82 5.18 2.99
H 2.05 4.23 1.45
H 2.36 5.59 0.13
H 4.70 3.55 1.02
H 4.54 4.54 -0.53
H 3.41 1.69 0.24
H 2.05 2.84 -0.22
H 4.00 1.46 -2.07
H 4.29 3.31 -2.31
H 1.45 3.37 -2.22
H 2.30 3.05 -3.81
H 1.19 1.03 -3.96
H 2.26 0.31 -2.64
H -0.65 0.54 -2.62
H -0.17 2.09 -1.61
H 1.46 -0.03 -0.46
H -0.16 -0.85 -0.74
H 0.07 0.62 1.67
H 0.14 2.07 0.54
H -2.10 2.02 0.05
H -3.58 -2.55 2.32
H -3.63 -1.45 3.80
H -0.91 -0.89 2.77
H -1.37 -2.17 3.99
H -0.33 -2.42 1.14
H -1.78 -3.58 1.42
H 1.58 -0.85 1.86
H 2.64 1.27 3.68
H 3.53 -2.90 5.24
H -5.58 -1.37 1.43
H -5.53 -0.44 3.02
H -6.21 1.49 -0.70
H -4.85 2.13 -0.03
H -5.45 2.78 1.93
H -5.84 1.68 3.18
H -7.43 -0.22 0.20
H -7.89 1.27 0.74
H -3.47 1.96 1.65
H -2.07 0.63 4.02
H -1.03 1.86 3.14
H -2.77 2.63 5.08
H -4.02 2.73 3.73
H -1.41 4.11 2.78
H -3.11 4.83 3.11
C 7.86 2.92 -0.86
N 7.28 3.32 -2.17
O 7.90 3.02 -3.17
O 6.22 3.93 -2.13
H 8.80 2.39 -1.04
H 8.04 3.82 -0.28
H 7.14 2.27 -0.37
C 5.25 10.10 5.62
N 4.16 9.50 4.80
O 4.39 9.29 3.62
O 3.10 9.27 5.37
H 6.11 10.26 4.98
H 4.88 11.05 6.01
H 5.48 9.40 6.42
C 1.00 -7.99 0.61
N 1.87 -8.69 -0.37
O 2.91 -8.13 -0.70
O 1.48 -9.77 -0.78
H 1.46 -7.05 0.88
H 0.04 -7.82 0.13
H 0.90 -8.64 1.48
C 1.44 -5.02 -2.98
N 0.39 -6.06 -2.91
O -0.31 -6.23 -3.89
O 0.30 -6.68 -1.86
H 1.40 -4.55 -3.96
H 1.23 -4.29 -2.20
H 2.40 -5.51 -2.82
C -1.65 0.75 -5.97
N -0.71 1.83 -6.39
O 0.21 1.51 -7.12
O -0.94 2.95 -5.96
H -1.33 -0.19 -6.41
H -1.61 0.69 -4.88
H -2.64 1.02 -6.31
C 4.85 -2.17 -1.01
N 5.00 -0.69 -0.90
O 4.73 -0.18 0.17
O 5.37 -0.10 -1.90
H 4.52 -2.56 -0.05
H 4.12 -2.37 -1.79
H 5.83 -2.57 -1.27
C -2.39 -4.41 -5.81
N -1.68 -3.15 -5.46
O -1.75 -2.22 -6.25
O -1.07 -3.14 -4.40
H -2.88 -4.28 -6.77
H -1.65 -5.20 -5.87
H -3.12 -4.61 -5.03
C -7.90 -3.32 3.17
N -7.00 -2.86 4.26
O -6.70 -1.67 4.27
O -6.64 -3.69 5.07
H -8.14 -2.47 2.53
H -7.37 -4.09 2.61
H -8.80 -3.72 3.63
C -2.79 -8.07 -7.18
N -3.20 -7.12 -8.25
O -3.40 -7.58 -9.36
O -3.32 -5.95 -7.93
H -2.73 -9.07 -7.60
H -1.81 -7.74 -6.82
H -3.54 -8.03 -6.39
*
```

=====

Entry 2:
ORCA calculation (ωB97M-V/def2-TZVPD) on a structure of composition C36H76Be2F3N5O8S2 at a distorted geometry.

* energy relative to the best compared isomer or geometry (same formula, charge and spin): 0.0 kJ/mol
* highest occupied orbital energy: -11.5845 eV
* LUMO: -10.053 eV

```
! wB97M-V def2-TZVPD RIJCOSX def2/J DEFGRID3
* xyz 2 1
Be -1.99 -5.05 1.11
Be 1.12 -2.87 3.61
F 0.21 -4.68 2.06
N 0.37 -1.52 1.69
S 0.11 -2.00 0.04
O 0.36 -0.97 -1.01
O -0.99 -2.90 -0.17
F 1.34 -2.94 -0.07
S -0.42 -0.23 1.59
O -1.77 -0.12 0.99
O 0.43 0.99 1.36
F -0.78 0.00 3.21
C 4.22 5.82 -2.42
C 3.46 5.24 -1.21
C 1.94 5.23 -1.68
C 1.52 4.05 -2.61
C 2.00 2.74 -1.88
C 3.50 2.60 -1.55
N 3.89 3.81 -0.75
O 5.26 3.65 -0.41
C 3.63 1.41 -0.55
C 4.32 2.31 -2.83
C 3.58 6.25 -0.05
H 5.25 5.88 -2.08
H 3.98 6.83 -2.76
H 4.10 5.08 -3.20
H 1.28 5.26 -0.81
H 1.76 6.20 -2.14
H 2.03 4.26 -3.54
H 0.45 4.18 -2.75
H 1.85 1.83 -2.46
H 1.32 2.58 -1.05
H 3.46 1.59 0.51
H 2.87 0.65 -0.75
H 4.49 0.78 -0.81
H 4.11 1.29 -3.18
H 4.36 3.01 -3.67
H 5.37 2.22 -2.58
H 3.22 5.69 0.81
H 2.98 7.16 -0.15
H 4.58 6.68 0.08
H 5.25 3.15 0.41
C -1.43 -7.44 -3.23
C -1.11 -6.15 -2.25
C -0.46 -5.00 -3.15
C -1.43 -4.06 -3.89
C -2.57 -3.59 -2.99
C -3.36 -4.82 -2.35
N -2.40 -5.68 -1.63
O -2.92 -6.62 -0.75
C -4.30 -4.05 -1.47
C -4.19 -5.64 -3.36
C -0.02 -6.44 -1.13
H -2.21 -7.12 -3.92
H -2.12 -8.05 -2.65
H -0.54 -7.88 -3.67
H 0.29 -4.45 -2.58
H 0.18 -5.54 -3.85
H -1.95 -4.61 -4.67
H -0.94 -3.16 -4.28
H -3.28 -2.91 -3.46
H -2.32 -2.93 -2.16
H -4.84 -3.25 -1.98
H -5.07 -4.53 -0.86
H -3.80 -3.43 -0.72
H -3.91 -6.69 -3.31
H -5.24 -5.61 -3.09
H -4.09 -5.25 -4.37
H -0.27 -7.17 -0.37
H 0.31 -5.61 -0.49
H 0.89 -6.71 -1.66
H -3.02 -7.41 -1.30
C -6.25 3.30 -3.85
C -5.33 3.06 -2.58
C -6.10 1.96 -1.77
C -5.21 1.01 -0.99
C -4.07 0.53 -1.68
C -3.14 1.67 -2.36
N -4.04 2.51 -3.12
O -3.38 3.47 -3.86
C -2.43 2.38 -1.23
C -2.14 0.92 -3.23
C -5.08 4.40 -1.72
H -5.73 3.91 -4.60
H -7.18 3.87 -3.81
H -6.45 2.39 -4.41
H -6.73 2.35 -0.97
H -6.89 1.48 -2.36
H -5.86 0.25 -0.54
H -4.87 1.54 -0.10
H -4.38 0.02 -2.59
H -3.50 -0.22 -1.13
H -3.22 2.63 -0.52
H -1.74 1.76 -0.68
H -2.01 3.35 -1.51
H -2.55 0.47 -4.13
H -1.45 1.59 -3.75
H -1.55 0.29 -2.56
H -6.00 4.93 -1.50
H -4.47 5.14 -2.23
H -4.64 4.13 -0.76
H -3.93 3.51 -4.65
C 3.09 1.79 4.85
C 3.62 0.41 4.67
C 5.07 0.31 5.32
C 5.10 0.07 6.76
C 4.11 -0.96 7.19
C 2.64 -0.80 6.77
N 2.67 -0.58 5.30
O 1.44 -0.57 4.78
C 1.98 -2.11 7.15
C 1.98 0.35 7.56
C 3.80 0.07 3.18
H 2.15 2.01 4.35
H 3.71 2.45 4.25
H 2.89 2.22 5.84
H 5.72 -0.46 4.90
H 5.64 1.23 5.24
H 4.78 0.99 7.26
H 6.12 -0.06 7.14
H 3.97 -0.67 8.24
H 4.46 -1.99 7.20
H 2.18 -2.59 8.10
H 0.90 -2.04 7.15
H 2.37 -2.92 6.53
H 1.61 -0.09 8.49
H 2.60 1.23 7.70
H 1.00 0.67 7.19
H 4.11 0.89 2.53
H 2.96 -0.35 2.63
H 4.52 -0.73 3.00
H 1.20 0.29 5.13
*
```